A structure of composition C14H15IN5O6SV. Source: the Open Molecules 2025 dataset; level of theory: ωB97M-V with the def2-TZVPD basis set.

Geometry as XYZ:
```
43
C14H15IN5O6SV, DFT ωB97M-V with the def2-TZVPD basis set
V 0.90758 -0.14429 0.69255
O -0.00260 -1.91393 4.05599
C 0.06879 -1.71698 2.90083
O 0.54206 -0.52846 2.34164
C -0.30038 -2.62541 1.78636
C -0.81552 -3.88202 1.97901
C -1.12210 -4.63534 0.85166
C -0.89904 -4.08870 -0.39986
C -0.37117 -2.81306 -0.50657
N -0.07203 -2.07505 0.57712
H -0.96129 -4.24745 2.98681
H -1.52835 -5.63315 0.95152
H -1.12767 -4.64199 -1.29982
H -0.19058 -2.37282 -1.47239
C -0.34561 4.86086 -0.69866
C -0.60457 3.53312 -0.09143
C -1.65549 3.09184 0.73354
C -1.38557 1.79138 1.06957
N -0.21757 1.40644 0.43513
N 0.21692 2.50312 -0.25439
C -2.14721 0.86785 1.94916
H -1.24260 5.47275 -0.66438
H -0.01610 4.76435 -1.73293
H 0.44066 5.37029 -0.13673
H -2.50498 3.67409 1.04849
H 1.12329 2.48707 -0.70715
H -3.14918 1.26039 2.10542
H -1.66266 0.78873 2.92454
H -2.23681 -0.12931 1.51601
I -1.21739 -0.01101 -5.11574
C -0.02930 -0.27325 -3.46861
C 1.25145 -0.82732 -3.41974
N 1.65875 -0.79961 -2.15664
N 0.73423 -0.23073 -1.35095
C -0.30438 0.08027 -2.15977
H 1.88414 -1.20986 -4.20580
H 2.56523 -1.04251 -1.77981
H -1.19798 0.53132 -1.76038
O 4.47264 0.63540 1.31311
S 3.35362 0.76990 0.47964
O 3.42307 1.30807 -0.84087
O 2.58018 -0.68321 0.35206
O 2.08554 1.32820 1.17244
```

Calculated values
ΔE to the lowest compared entry with this formula, charge and spin   0.0 kJ/mol
Lowest unoccupied orbital energy   -9.8 eV
Charge   +2
Multiplicity   1
E   -2907.06304 a.u.

Computed natural (NBO) charges, given in elementary charges: 1.4020 -0.3881 0.7516 -0.4814 0.0824 -0.1603 -0.0824 -0.1963 0.0860 -0.4492 0.2808 0.2662 0.2640 0.2216 -0.6781 0.3437 -0.3037 0.2668 -0.2844 -0.3206 -0.6708 0.2694 0.2604 0.2792 0.2774 0.4616 0.2745 0.2681 0.2273 0.3332 -0.3115 0.0398 -0.2918 -0.3272 -0.0099 0.2758 0.4654 0.2493 -0.7946 2.5399 -0.9092 -0.7261 -0.8010

A structure of composition C40H32CaN8O3S3. Source: the Open Molecules 2025 dataset; level of theory: ωB97M-V with the def2-TZVPD basis set.

Geometry as XYZ:
```
87
C40H32CaN8O3S3, DFT ωB97M-V with the def2-TZVPD basis set
Ca -0.26192 0.53542 0.65538
C -4.44754 0.52033 2.58880
C -2.93196 0.35545 2.63935
O -2.36738 0.12052 1.52611
C -2.30974 0.50010 3.86545
C -0.90292 0.38143 4.12936
C -0.47883 0.44345 5.57781
N -0.02238 0.26080 3.18470
N 1.29858 0.18796 3.64478
C 2.13324 0.15820 2.63522
O 1.85498 0.20827 1.39509
C 3.59173 0.06759 2.99799
C 4.02728 -0.04467 4.31660
C 5.38124 -0.12255 4.60373
C 6.31858 -0.08846 3.57698
C 5.88918 0.02424 2.26175
C 4.53294 0.10185 1.97307
H -4.83063 0.04295 1.68762
H -4.70006 1.58536 2.54094
H -4.93553 0.09738 3.46772
H -2.95285 0.65627 4.72347
H -1.34755 0.54455 6.22786
H 0.20364 1.28113 5.73856
H 0.08196 -0.45281 5.84583
H 3.28158 -0.07252 5.09997
H 5.71005 -0.21358 5.63315
H 7.37692 -0.15185 3.80363
H 6.61260 0.05102 1.45526
H 4.17114 0.19262 0.95615
C -2.56749 -1.79632 -1.25197
C -1.21533 -1.73555 -1.89785
N -0.38784 -0.85162 -1.48137
N 0.90319 -0.92017 -2.02467
C 1.53319 0.20083 -2.04697
S 0.98303 1.80441 -1.70520
S 3.26379 0.15380 -2.47394
C 3.64957 -1.62765 -2.48115
C 3.73846 -2.23505 -3.85032
C 2.62779 -2.84091 -4.43255
C 2.71924 -3.39404 -5.70212
C 3.91531 -3.35024 -6.40674
C 5.02706 -2.74666 -5.83343
C 4.93484 -2.19575 -4.56361
C -0.98771 -2.75455 -2.95316
C -0.93775 -2.37330 -4.28309
C -0.85598 -3.30609 -5.31473
C -0.80474 -4.65719 -4.96158
C -0.85160 -5.06460 -3.64554
C -0.98048 -4.14152 -2.55227
O -1.08175 -4.50050 -1.34674
H -2.68330 -1.08007 -0.43875
H -2.68541 -2.81023 -0.86212
H -3.33980 -1.63628 -2.01070
H 2.86818 -2.10116 -1.88932
H 4.60469 -1.72116 -1.96118
H 1.68851 -2.86846 -3.89089
H 1.84064 -3.85838 -6.13056
H 3.98193 -3.78410 -7.39800
H 5.96597 -2.70689 -6.37444
H 5.80250 -1.72378 -4.11412
H -0.95087 -1.31254 -4.52020
H -0.81481 -2.98880 -6.34939
H -0.72201 -5.40878 -5.74380
H -0.81536 -6.11875 -3.39027
S -6.12507 5.71439 2.27604
N -4.71206 5.47857 3.03633
C -3.99074 4.68304 2.26844
C -2.65292 4.20698 2.56044
C -1.95440 4.54828 3.71787
C -0.69069 4.03674 3.90182
C -0.15907 3.19106 2.92716
N -0.81174 2.86449 1.82513
C -2.03983 3.35372 1.63640
C -2.73277 2.95853 0.39289
N -2.07412 2.13396 -0.42118
C -2.63526 1.77233 -1.55875
C -3.91319 2.19352 -1.93686
C -4.61390 3.02683 -1.09621
C -4.01345 3.43315 0.09789
C -4.65644 4.30772 1.05859
N -5.86433 4.82735 0.94362
H -2.42171 5.19766 4.44688
H -0.11477 4.26430 4.78826
H 0.81990 2.74275 3.05647
H -2.03826 1.11737 -2.18423
H -4.33610 1.85465 -2.87274
H -5.61106 3.37424 -1.33386
```

Calculated values
ΔE to the lowest compared entry with this formula, charge and spin   9.8 kJ/mol
Lowest unoccupied orbital energy   3.0 eV
Charge   -2
Multiplicity   1
E   -4079.68346 a.u.

Computed Mulliken charges, given in elementary charges: 2.0892 -1.4752 0.7614 -0.3531 -0.9844 0.6123 -1.4547 0.2876 -0.7107 0.2766 -1.2312 0.1988 -0.2412 -0.6121 -0.3101 -0.6113 -0.4209 0.2876 0.1194 0.4747 0.1779 0.3954 0.2765 0.3070 0.4246 0.3579 0.3485 0.3878 0.4678 -0.8198 -0.4596 0.0392 -0.2220 0.3380 -0.4358 -0.2121 -0.9297 0.0749 0.2025 -0.3727 -0.5076 -0.4979 -0.4493 -0.3719 0.5652 -0.8964 -0.1839 -0.8431 0.7214 -0.8739 -0.1798 0.4053 0.2400 0.3300 0.5679 0.2560 0.3057 0.3588 0.3406 0.3451 0.2910 0.3622 0.3429 0.3579 0.0478 -0.7379 0.8614 0.9213 -0.6740 -0.8222 -0.4844 0.0449 -0.6618 -0.2777 0.3319 -0.4228 -1.1043 -0.8222 0.6676 0.8461 -0.7390 0.4873 0.4592 0.5113 0.5872 0.4445 0.5011

The molecule C3H2N2OS in a non-equilibrium geometry. Source: the Open Molecules 2025 dataset; level of theory: ωB97M-V with the def2-TZVPD basis set.

Geometry as XYZ:
```
9
C3H2N2OS, DFT ωB97M-V with the def2-TZVPD basis set
C -1.19067 -0.66096 0.02856
C -0.85373 0.70601 -0.02270
C -0.43986 -1.77733 0.02803
N 1.58652 -1.23829 -0.05382
N 0.33124 1.21511 -0.04273
O 2.83894 0.97971 0.05632
S 1.62919 0.22838 -0.00063
H -2.25002 -0.89637 0.05806
H -1.65160 1.44373 -0.05108
```

Calculated values
ΔE to the lowest compared entry with this formula, charge and spin   609.6 kJ/mol
Lowest unoccupied orbital energy   -1.5 eV
Multiplicity   1
E   -698.20900 a.u.

Computed natural (NBO) charges, given in elementary charges: -0.6659 0.2108 0.2967 -0.7948 -0.7061 -0.8311 1.9979 0.2759 0.2165

Please write out number 3 again, unchanged.
The molecule C3H2N2OS in a non-equilibrium geometry. Source: the Open Molecules 2025 dataset; level of theory: ωB97M-V with the def2-TZVPD basis set.

Geometry as XYZ:
```
9
C3H2N2OS, DFT ωB97M-V with the def2-TZVPD basis set
C -1.19067 -0.66096 0.02856
C -0.85373 0.70601 -0.02270
C -0.43986 -1.77733 0.02803
N 1.58652 -1.23829 -0.05382
N 0.33124 1.21511 -0.04273
O 2.83894 0.97971 0.05632
S 1.62919 0.22838 -0.00063
H -2.25002 -0.89637 0.05806
H -1.65160 1.44373 -0.05108
```

Calculated values
ΔE to the lowest compared entry with this formula, charge and spin   609.6 kJ/mol
Lowest unoccupied orbital energy   -1.5 eV
Multiplicity   1
E   -698.20900 a.u.

Computed natural (NBO) charges, given in elementary charges: -0.6659 0.2108 0.2967 -0.7948 -0.7061 -0.8311 1.9979 0.2759 0.2165